w | The following is a DFT calculation (ωB97M-V/def2-TZVPD) of the molecule C4H9O2P.

Structure (XYZ):
```
16
Properties=species:S:1:pos:R:3:lowdin_charge:R:1
C 0.756 0.417 0.672 -0.066
C 0.328 -0.354 -0.424 -0.376
C 0.885 1.906 0.498 -0.075
C 0.493 -1.852 -0.368 -0.127
O -2.385 -0.687 0.891 -0.350
O -2.050 1.264 -0.851 -0.365
P -1.841 -0.126 -0.346 0.490
H 0.955 0.082 1.714 0.142
H 0.451 0.109 -1.351 0.091
H 0.673 2.220 -0.592 0.119
H 1.749 2.316 0.907 0.049
H 0.159 2.377 1.239 0.122
H 1.579 -2.061 -0.688 0.102
H -0.353 -2.528 -0.769 0.094
H 0.633 -1.973 0.790 0.104
H -2.032 -1.110 -1.323 0.046
```

For the gap between HOMO and LUMO, the calculation gives 8.87 eV. Its spin multiplicity is 1. The LUMO energy comes out at -0.0459 Ha.

=====

x | The following is a DFT calculation (ωB97M-V/def2-TZVPD) of the molecule C4H9O2P.

Structure (XYZ):
```
16
Properties=species:S:1:pos:R:3:lowdin_charge:R:1
C 2.937 -0.245 -0.248 -0.054
C 1.713 -0.144 0.235 -0.295
C 0.507 -0.897 -0.304 -0.325
P -0.977 -0.686 0.422 0.757
O -2.141 -1.317 -0.473 -0.218
C -1.493 1.126 0.593 -0.331
O -1.707 1.628 -0.694 -0.100
H 3.660 0.498 0.176 0.063
H 3.100 -0.852 -1.120 0.046
H 1.529 0.510 1.005 0.046
H 0.593 -1.872 -0.826 0.063
H -1.411 -1.121 1.614 0.012
H -1.986 -1.021 -1.397 0.091
H -0.896 1.854 1.190 0.104
H -2.407 1.057 1.149 0.074
H -1.021 1.482 -1.322 0.067
```

For the gap between HOMO and LUMO, the calculation gives 8.16 eV. Its spin multiplicity is 1. The LUMO energy comes out at 0.0258 Ha. Its structure (SMILES) is C=CC=[P@H](O)CO.

=====

It comes down to w, which is 118.7 kJ/mol more stable than the next structure.

=====

w | The following is a DFT calculation (ωB97M-V/def2-TZVPD) of a cluster of 2 separate species, H6N2Si in total.

Structure (XYZ):
```
9
Properties=species:S:1:pos:R:3:lowdin_charge:R:1
N 0.388 -1.359 -0.117 -0.127
N 0.233 -0.195 -0.841 -0.350
Si -0.507 1.241 -0.146 0.763
H -0.437 -1.997 -0.100 0.090
H 0.583 -1.037 0.824 -0.179
H 0.718 -0.167 -1.687 0.037
H -1.625 0.966 0.658 -0.136
H -0.277 2.719 -0.385 -0.091
H 0.924 -0.171 1.794 -0.007
```

For the gap between HOMO and LUMO (alpha / beta), the calculation gives 6.78 / 6.78 eV. Its spin multiplicity is 1. The LUMO energy (alpha / beta) comes out at -0.0272 / -0.0272 Ha.

=====

x | The following is a DFT calculation (ωB97M-V/def2-TZVPD) of the molecule H6N2Si.

Structure (XYZ):
```
9
Properties=species:S:1:pos:R:3:lowdin_charge:R:1
N -0.840 -0.399 1.302 -0.150
N -0.837 -0.487 -0.150 -0.229
Si 1.061 0.484 -0.860 0.710
H -0.265 -1.138 1.631 0.031
H -1.711 -0.707 1.631 0.030
H -1.490 0.203 -0.356 -0.034
H 1.117 2.079 -0.605 -0.079
H 0.683 0.088 -2.182 -0.138
H 2.282 -0.124 -0.410 -0.140
```

For the gap between HOMO and LUMO, the calculation gives 8.48 eV. Its spin multiplicity is 1. The LUMO energy comes out at 0.0217 Ha. Its structure (SMILES) is NN[SiH3].

=====

It comes down to x, which is 204.5 kJ/mol more stable than the next structure.

=====

w | The following is a DFT calculation (ωB97M-V/def2-TZVPD) of the molecule C3H9O2PS.

Structure (XYZ):
```
16
Properties=species:S:1:pos:R:3:lowdin_charge:R:1
C -0.567 -1.697 -0.726 -0.188
C -1.393 0.056 1.657 -0.185
C 2.346 1.811 0.590 -0.283
O -0.907 1.017 -0.916 -0.364
O 2.270 -0.609 -0.879 -0.666
P -0.503 -0.013 0.022 0.591
S 2.061 -0.075 0.483 0.751
H -0.847 -2.230 0.209 0.045
H -1.413 -1.633 -1.505 0.090
H 0.298 -2.035 -1.183 -0.005
H -0.688 0.580 2.274 0.019
H -2.278 0.663 1.365 0.059
H -1.712 -0.824 2.170 0.031
H 1.588 2.092 1.294 0.010
H 2.441 2.244 -0.483 0.092
H 3.352 1.940 0.918 0.003
```

For the gap between HOMO and LUMO, the calculation gives 8.29 eV. Its spin multiplicity is 1. The LUMO energy comes out at 0.0020 Ha.

=====

x | The following is a DFT calculation (ωB97M-V/def2-TZVPD) of a cluster of 2 separate species, C3H9O2PS in total.

Structure (XYZ):
```
16
Properties=species:S:1:pos:R:3:lowdin_charge:R:1
C -0.540 1.554 1.142 -0.119
C -1.014 -0.380 -1.187 -0.181
C 2.009 -0.526 -0.589 -0.487
O -2.507 -0.626 0.856 -0.329
O -0.311 -1.208 1.695 -0.426
P -1.111 -0.249 0.702 0.388
S 1.785 -1.584 0.788 0.882
H 0.044 1.842 0.232 0.042
H -1.353 2.152 1.358 0.005
H 0.083 1.400 2.014 0.032
H -1.162 -1.516 -1.410 0.096
H -1.945 0.232 -1.098 0.041
H -0.296 0.150 -1.844 0.035
H 1.941 0.494 -0.528 0.018
H 1.384 -0.858 -1.307 -0.041
H 2.993 -0.877 -0.825 0.044
```

For the gap between HOMO and LUMO, the calculation gives 7.31 eV. Its spin multiplicity is 1. The LUMO energy comes out at -0.0906 Ha.

=====

It comes down to w, which is 97.8 kJ/mol more stable than the next structure.

=====

w | The following is a DFT calculation (ωB97M-V/def2-TZVPD) of a cluster of 2 separate species, C4H9ClO2 in total.

Structure (XYZ):
```
16
Properties=species:S:1:pos:R:3:lowdin_charge:R:1
C 0.210 0.771 -1.238 -0.088
C 1.744 -1.336 0.448 -0.291
C -0.094 0.747 0.186 -0.134
C -1.442 0.257 0.612 -0.705
O -2.282 1.222 0.248 0.009
O 1.070 -0.532 1.277 -0.173
Cl -1.645 -1.390 -0.228 0.613
H -0.570 0.251 -1.828 0.078
H 1.032 0.089 -1.514 0.088
H 0.473 1.692 -1.549 0.051
H 2.287 -0.794 -0.323 0.066
H 1.212 -2.173 -0.055 0.076
H 2.424 -1.715 1.107 0.056
H 0.271 1.666 0.658 0.139
H -1.516 0.074 1.670 0.114
H -3.173 1.170 0.531 0.100
```

For the gap between HOMO and LUMO, the calculation gives 9.63 eV. Its spin multiplicity is 1. The LUMO energy comes out at 0.0145 Ha.

=====

x | The following is a DFT calculation (ωB97M-V/def2-TZVPD) of a cluster of 2 separate species, C4H9ClO2 in total.

Structure (XYZ):
```
16
Properties=species:S:1:pos:R:3:lowdin_charge:R:1
C -0.272 -2.016 0.142 -0.133
C -1.623 1.384 -0.317 -0.092
C -0.412 -0.556 0.316 -0.277
C 1.712 0.384 -0.452 -0.707
O 1.782 1.615 0.162 -0.117
O -1.344 0.002 -0.519 -0.194
Cl 2.750 -0.770 0.138 0.687
H 0.784 -2.398 0.483 0.060
H -0.351 -2.135 -0.989 0.101
H -1.055 -2.686 0.676 0.103
H -2.521 1.639 0.517 0.146
H -1.932 1.786 -1.303 0.095
H -0.774 1.803 0.081 0.019
H -0.488 -0.105 1.430 0.161
H 1.768 0.484 -1.482 0.051
H 1.978 1.569 1.117 0.096
```

For the gap between HOMO and LUMO (alpha / beta), the calculation gives 8.03 / 8.12 eV. Its spin multiplicity is 1. The LUMO energy (alpha / beta) comes out at 0.0302 / 0.0307 Ha.

=====

y | The following is a DFT calculation (ωB97M-V/def2-TZVPD) of the molecule C4H9ClO2.

Structure (XYZ):
```
16
Properties=species:S:1:pos:R:3:lowdin_charge:R:1
C 1.881 -0.957 1.081 -0.087
C 0.933 -1.046 -0.176 -0.153
C -0.492 -0.128 -0.087 -0.888
O -0.755 0.299 1.260 -0.026
Cl -1.816 -1.123 -0.667 0.733
O -0.279 1.049 -0.836 -0.160
C -1.626 1.783 -1.154 -0.022
H 2.222 0.079 1.197 0.074
H 2.869 -1.366 0.787 0.081
H 1.344 -1.244 1.969 0.058
H 0.638 -2.046 -0.318 0.053
H 1.426 -0.703 -1.088 0.103
H -0.600 -0.535 1.672 0.052
H -1.290 2.476 -1.893 0.069
H -2.018 2.440 -0.399 0.067
H -2.437 1.022 -1.345 0.046
```

For the gap between HOMO and LUMO, the calculation gives 11.35 eV. Its spin multiplicity is 1. The LUMO energy comes out at 0.0304 Ha. Its structure (SMILES) is CC[C@](O)(Cl)OC.

=====

It comes down to y, which is 176.2 kJ/mol more stable than the next structure.

=====

w | The following is a DFT calculation (ωB97M-V/def2-TZVPD) of a cluster of 2 separate species, C2Cl2N2O2 in total.

Structure (XYZ):
```
8
Properties=species:S:1:pos:R:3:lowdin_charge:R:1
O -2.320 0.580 -0.035 0.193
C -1.688 -0.327 -0.263 -0.495
N -0.941 -1.245 -0.164 -0.316
Cl -0.219 -2.417 -1.249 0.633
O 2.031 -0.286 -0.442 0.135
C 1.472 -0.148 0.581 -0.423
N 1.179 -0.045 1.775 -0.422
Cl -0.159 0.526 2.475 0.695
```

For the gap between HOMO and LUMO, the calculation gives 9.50 eV. Its spin multiplicity is 1. The LUMO energy comes out at -0.0261 Ha. Its structure (SMILES) is O=C=NCl.O=C=NCl.

=====

x | The following is a DFT calculation (ωB97M-V/def2-TZVPD) of a cluster of 2 separate species, C2Cl2N2O2 in total.

Structure (XYZ):
```
8
Properties=species:S:1:pos:R:3:lowdin_charge:R:1
C -0.663 1.244 0.850 -0.377
C -1.136 0.056 0.275 -1.088
N -0.353 2.220 1.331 0.189
N 1.536 -0.637 -0.683 -0.236
O 2.347 0.217 -0.778 0.125
O 1.404 -1.759 -1.000 0.108
Cl -1.179 -1.439 1.248 0.613
Cl -1.955 0.097 -1.243 0.666
```

For the gap between HOMO and LUMO (alpha / beta), the calculation gives 8.51 / 7.89 eV. Its spin multiplicity is 1. The LUMO energy (alpha / beta) comes out at -0.0706 / -0.0577 Ha.

=====

It comes down to w, which is 226.6 kJ/mol more stable than the next structure.

=====

w | The following is a DFT calculation (ωB97M-V/def2-TZVPD) of a cluster of 2 separate species, C4H14N3O in total.

Structure (XYZ):
```
22
Properties=species:S:1:pos:R:3:lowdin_charge:R:1
C -2.303 0.553 0.931 -0.106
C -2.005 -0.126 -0.381 -0.223
C -0.849 -1.172 -0.190 -0.151
N 0.395 -0.441 0.041 0.097
C 1.161 -0.057 -0.963 -0.410
N 0.796 -0.380 -2.221 0.203
N 2.348 0.588 -0.842 0.184
H -2.562 -0.253 1.644 0.084
H -3.223 1.141 0.932 0.085
H -1.407 1.022 1.360 0.073
H -2.933 -0.529 -0.783 0.116
H -1.581 0.558 -1.118 0.097
H -1.012 -1.686 0.773 0.128
H -0.814 -2.012 -0.882 0.120
H 0.651 -0.126 0.961 0.105
H 0.279 -1.196 -2.494 0.121
H 1.428 -0.037 -2.926 0.128
H 2.426 1.472 -1.326 0.133
H 2.585 0.706 0.140 0.082
H 2.222 1.375 2.628 0.088
H 2.392 -0.023 2.657 0.081
O 2.006 0.623 2.059 -0.035
```

For the gap between HOMO and LUMO, the calculation gives 11.52 eV. The charge is +1. Its spin multiplicity is 1. The LUMO energy comes out at -0.1046 Ha.

=====

x | The following is a DFT calculation (ωB97M-V/def2-TZVPD) of a cluster of 2 separate species, C4H14N3O in total.

Structure (XYZ):
```
22
Properties=species:S:1:pos:R:3:lowdin_charge:R:1
C 0.316 1.911 0.276 -0.278
C -0.825 0.955 -0.052 -0.136
C -0.357 -0.361 -0.650 -0.335
C -0.435 -0.488 -1.986 -0.072
N 0.106 -1.643 -2.740 0.195
N 0.233 -1.201 0.230 0.161
N -0.154 3.116 0.973 0.004
H 0.859 2.166 -0.639 0.112
H 1.088 1.415 0.866 0.109
H -1.429 1.425 -0.829 0.120
H -1.416 0.738 0.836 0.128
H -0.959 0.214 -2.603 0.117
H 0.225 -2.449 -2.126 0.155
H -0.509 -1.940 -3.496 0.173
H 1.035 -1.434 -3.107 0.173
H 0.688 -2.037 -0.091 0.099
H 0.163 -1.107 1.235 0.079
H 0.234 3.091 1.918 0.075
H -1.151 3.038 1.155 0.063
H 1.532 -1.790 3.639 0.056
H 0.093 -1.974 3.950 0.057
O 0.662 -1.647 3.241 -0.055
```

For the gap between HOMO and LUMO, the calculation gives 8.69 eV. The charge is +1. Its spin multiplicity is 1. The LUMO energy comes out at -0.1309 Ha.

=====

It comes down to w, which is 151.0 kJ/mol more stable than the next structure.